The following is a DFT calculation (ωB97M-V with the def2-TZVPD basis set) of C53H49N7O7P3S2Tl as an isolated structure.

Values from the calculation:
energy relative to the best compared isomer or geometry (same formula, charge and spin): 1.3 kcal/mol
LUMO energy: -0.37 eV
HOMO-LUMO gap: 6.58 eV
M: 1257.456 g mol⁻¹

Geometry as ORCA input:
```
! wB97M-V def2-TZVPD RIJCOSX def2/J DEFGRID3
* xyz 0 1
Tl -0.011 -1.020 -1.326
N -2.509 -4.873 -0.571
C -3.445 -4.223 0.193
C -3.226 -2.894 -0.013
N -2.186 -2.723 -0.881
C -1.763 -3.928 -1.202
C -0.691 -4.201 -2.135
N 0.030 -3.280 -2.749
C 0.901 -3.947 -3.556
C 0.708 -5.291 -3.438
N -0.311 -5.442 -2.540
H -2.386 -5.869 -0.612
H -4.168 -4.751 0.787
H -3.759 -2.051 0.390
H 1.617 -3.420 -4.161
H 1.204 -6.129 -3.892
H -0.651 -6.325 -2.207
C -0.581 4.072 -0.772
N -1.482 3.058 -0.177
P -1.154 2.690 1.398
C -2.208 3.784 2.392
C -2.588 5.004 1.834
C -3.400 5.872 2.544
C -3.841 5.528 3.814
C -3.452 4.323 4.381
C -2.635 3.455 3.675
C 0.570 2.981 1.810
C 1.530 2.161 1.218
C 2.871 2.375 1.490
C 3.244 3.414 2.332
C 2.287 4.231 2.915
C 0.942 4.019 2.657
P -1.846 1.766 -1.428
C -2.591 2.953 -2.632
C -2.374 2.815 -3.997
C -3.026 3.658 -4.892
C -3.889 4.636 -4.432
C -4.097 4.786 -3.065
C -3.459 3.947 -2.173
C -3.510 1.216 -0.849
C -4.106 0.266 -1.681
C -5.350 -0.259 -1.375
C -6.009 0.146 -0.223
C -5.426 1.089 0.609
C -4.189 1.633 0.290
H -0.128 4.696 -0.001
H -1.159 4.710 -1.438
H 0.217 3.601 -1.353
H -2.253 5.264 0.839
H -3.699 6.815 2.106
H -4.486 6.198 4.367
H -3.789 4.054 5.373
H -2.335 2.520 4.124
H 1.227 1.338 0.579
H 3.614 1.729 1.047
H 4.292 3.596 2.532
H 2.583 5.034 3.577
H 0.192 4.648 3.120
H -1.701 2.056 -4.374
H -2.851 3.544 -5.953
H -4.407 5.283 -5.130
H -4.762 5.556 -2.694
H -3.639 4.052 -1.109
H -3.573 -0.059 -2.570
H -5.803 -0.994 -2.028
H -6.973 -0.276 0.030
H -5.933 1.406 1.513
H -3.764 2.390 0.932
O -0.114 0.990 -5.545
C 0.455 0.782 -4.473
O -0.075 0.701 -3.320
C 1.989 0.653 -4.528
C 2.624 0.855 -5.746
C 4.008 0.816 -5.817
C 4.780 0.515 -4.708
C 4.131 0.299 -3.508
C 2.749 0.391 -3.401
N 4.925 0.021 -2.317
O 4.382 0.144 -1.235
O 6.087 -0.294 -2.472
N 4.682 1.154 -7.070
O 5.888 1.316 -7.034
O 3.997 1.273 -8.065
H 2.027 1.059 -6.624
H 5.856 0.469 -4.775
H 2.277 0.260 -2.439
S 2.636 -4.467 -0.519
P 2.576 -3.567 1.239
S 1.399 -1.967 1.394
C 2.024 -4.824 2.466
C 2.798 -5.970 2.628
C 2.359 -6.998 3.444
C 1.138 -6.895 4.098
C 0.369 -5.752 3.946
C 0.809 -4.719 3.128
C 4.239 -3.119 1.882
C 4.384 -2.038 2.746
C 5.634 -1.709 3.248
C 6.743 -2.469 2.906
C 6.601 -3.550 2.050
C 5.356 -3.867 1.527
H 3.735 -6.051 2.093
H 2.968 -7.884 3.568
H 0.786 -7.705 4.724
H -0.581 -5.665 4.460
H 0.221 -3.818 3.000
H 3.515 -1.451 3.009
H 5.742 -0.861 3.914
H 7.718 -2.216 3.304
H 7.464 -4.147 1.785
H 5.250 -4.685 0.826
C -2.784 -0.136 3.175
C -1.407 0.210 2.630
C -0.411 0.612 3.698
O -1.553 1.197 1.549
H -2.765 -1.162 3.542
H -3.518 -0.074 2.373
H -3.089 0.521 3.990
H -1.010 -0.662 2.112
H -0.675 1.555 4.184
H 0.585 0.695 3.275
H -0.379 -0.178 4.447
*
```


The following is a DFT calculation (ωB97M-V with the def2-TZVPD basis set) of ClCuO4 as an isolated structure.

Values from the calculation:
LUMO energy: -1.83 eV
HOMO-LUMO gap: 8.29 eV
M: 162.995 g mol⁻¹

Geometry as ORCA input:
```
! wB97M-V def2-TZVPD RIJCOSX def2/J DEFGRID3
* xyz 0 1
Cu 1.925 -0.421 -1.032
Cl -0.453 0.084 0.210
O -0.910 -0.142 1.522
O 0.481 -1.036 -0.116
O -1.579 0.397 -0.541
O 0.536 1.119 -0.043
*
```


The following is a DFT calculation (ωB97M-V with the def2-TZVPD basis set) of C7H15BrNO9S3 as an isolated structure.

Values from the calculation:
LUMO energy: 2.67 eV
HOMO-LUMO gap: 8.99 eV
M: 433.300 g mol⁻¹

Geometry as ORCA input:
```
! wB97M-V def2-TZVPD RIJCOSX def2/J DEFGRID3
* xyz -1 1
C 0.199 -4.698 0.570
C 0.325 -3.247 0.088
Br -1.179 -2.247 0.831
C 0.355 -3.199 -1.429
S 0.869 -1.701 -2.299
O 2.324 -1.757 -2.300
O 0.222 -1.826 -3.583
N 0.290 -0.517 -1.419
S 1.043 0.888 -1.370
O 1.311 1.445 -2.674
O 0.280 1.713 -0.450
C 2.645 0.677 -0.593
C 2.675 -0.345 0.541
O 3.218 0.196 1.752
H 0.686 -4.834 1.534
H -0.849 -4.972 0.675
H 0.642 -5.378 -0.159
H 1.228 -2.813 0.505
H -0.613 -3.499 -1.830
H 1.118 -3.904 -1.766
H 3.302 0.380 -1.407
H 2.928 1.663 -0.228
H 1.665 -0.669 0.782
H 3.264 -1.211 0.235
H 4.179 0.144 1.694
C -2.009 2.927 1.259
C -2.762 3.350 0.021
O -4.046 3.777 0.534
S -3.863 4.439 1.967
O -3.813 5.856 1.852
O -4.794 3.837 2.856
O -2.396 3.909 2.252
H -2.317 1.941 1.605
H -0.934 2.945 1.116
H -2.909 2.537 -0.682
H -2.283 4.192 -0.479
*
```